1.
Computed, not measured: a molecular structure, C24H41F3GdO3P2S at a distorted geometry, with the ωB97M-V functional and the def2-TZVPD basis.

The geometry in XYZ format:
```
75
Properties=species:S:1:pos:R:3:lowdin_charge:R:1
Gd 1.011 -0.419 0.721 1.589
C -1.159 -0.883 1.829 -0.341
C -0.828 -2.013 1.006 -0.363
C 0.781 -1.835 2.671 -0.362
C -0.178 -0.795 2.867 -0.337
C 0.383 -2.601 1.516 -0.369
C -2.300 0.060 1.623 -0.032
H -2.526 0.203 0.551 0.065
H -2.109 1.046 2.071 0.085
H -3.212 -0.341 2.094 0.099
C -0.140 0.215 3.954 -0.021
H -1.101 0.738 4.033 0.085
H 0.642 0.969 3.778 0.073
H 0.074 -0.249 4.926 0.096
C 2.045 -1.970 3.442 -0.031
H 1.855 -2.031 4.527 0.097
H 2.720 -1.102 3.297 0.084
H 2.597 -2.870 3.144 0.084
C 1.244 -3.595 0.816 -0.056
H 1.273 -4.555 1.355 0.099
H 2.295 -3.260 0.726 0.082
H 0.851 -3.798 -0.188 0.078
C -1.519 -2.371 -0.264 -0.061
H -1.550 -3.462 -0.356 0.090
H -1.038 -1.979 -1.187 0.058
H -2.551 -1.998 -0.227 0.084
C -1.153 2.710 -2.525 -0.082
C -2.220 1.917 -2.298 -0.088
C -2.455 0.509 -2.763 -0.164
C -1.773 0.120 -4.095 -0.222
C -0.391 -0.404 -4.081 -0.108
C 0.813 0.234 -3.986 -0.283
C 1.049 1.540 -3.255 -0.150
C -0.085 2.552 -3.551 -0.225
H -3.545 0.406 -2.901 0.121
H -1.885 0.964 -4.814 0.057
H -2.186 -0.239 -1.998 0.090
H -0.551 2.218 -4.531 -0.017
H -0.999 3.570 -1.864 0.117
H -2.959 2.264 -1.576 0.107
H 0.371 3.547 -3.710 0.125
H 1.199 1.363 -2.181 0.095
H 1.675 -0.450 -3.902 0.055
H 2.027 1.968 -3.562 0.122
H -2.367 -0.708 -4.526 0.123
H -0.332 -1.490 -4.220 0.120
P -0.337 1.821 -6.349 0.917
C -0.567 3.556 -6.801 -0.216
C -1.453 0.905 -7.444 -0.216
P 2.045 -0.189 -6.104 0.898
C 1.393 1.406 -6.777 -0.473
C 1.234 -1.381 -7.233 -0.253
C 3.732 -0.185 -6.807 -0.261
H 0.268 4.165 -6.425 0.063
H -1.509 3.904 -6.350 0.069
H -0.631 3.628 -7.894 0.061
H -1.369 1.348 -8.445 0.062
H -2.481 1.026 -7.073 0.064
H -1.211 -0.164 -7.496 0.037
H 3.644 0.007 -7.886 0.049
H 4.183 -1.173 -6.641 0.053
H 4.333 0.596 -6.322 0.052
H 2.061 2.211 -6.422 0.074
H 1.478 1.331 -7.875 0.073
H 1.800 -2.321 -7.169 0.056
H 1.310 -0.976 -8.251 0.054
H 0.186 -1.562 -6.958 0.026
F 2.737 3.834 2.695 0.142
C 3.223 2.644 2.283 -0.590
F 4.569 2.700 2.298 0.143
F 2.833 1.688 3.187 0.085
S 2.536 2.152 0.624 0.519
O 1.074 2.008 0.917 -0.440
O 2.921 3.145 -0.321 -0.244
O 3.038 0.751 0.429 -0.474
```

Computed properties:
HOMO energy (spin up / spin down) in eV: -8.565 / -10.193
DFT total energy in eV: -90083.75001
Charge: +1
Relative energy (zero: lowest compared OMol25 entry of this formula, charge and spin) in eV: 4.684
Multiplicity: 8
Expectation value of S²: 15.79

2.
Computed, not measured: 7 unconnected molecules or ions with the total composition C10H29BFNO9P at a distorted geometry, with the ωB97M-V functional and the def2-TZVPD basis.

The geometry in XYZ format:
```
52
Properties=species:S:1:pos:R:3:lowdin_charge:R:1
C 3.631 -1.431 -1.983 -0.113
O 2.801 -0.360 -2.569 -0.228
C 2.469 0.663 -1.564 -0.190
C 1.224 0.109 -0.653 -0.003
C -0.335 0.367 -1.183 0.103
C -1.558 -0.251 -0.260 -0.013
C -3.105 -0.061 -0.776 -0.210
C -3.339 1.579 -0.939 -0.038
F -4.137 -0.578 0.163 -0.095
N -1.339 -1.006 1.036 0.128
C 0.076 -1.233 1.527 0.008
B 0.240 -2.120 2.939 -0.348
C 0.259 -3.781 2.706 -0.044
O 0.397 -1.492 4.281 0.031
C 1.454 -0.727 0.777 -0.138
P 3.214 -1.105 1.477 0.777
O 4.216 0.129 1.370 -0.489
H 4.518 -0.985 -1.321 0.112
H 2.949 -2.120 -1.311 0.073
H 4.149 -2.109 -2.804 0.127
H 3.420 0.990 -0.962 0.126
H 2.095 1.625 -2.143 0.148
H -0.562 0.965 -2.176 0.144
H -3.230 -0.634 -1.814 0.183
H -2.785 2.069 -0.023 0.106
H -2.824 1.945 -1.925 0.099
H -4.479 1.852 -0.879 0.112
H -2.161 -1.369 1.588 0.164
H -0.732 -4.268 3.098 0.096
H 1.237 -4.187 3.205 0.089
H 0.359 -3.994 1.539 0.088
H 1.230 -1.936 4.665 0.131
H 3.178 -1.457 2.902 0.039
H 3.743 -2.290 0.791 0.034
O -7.298 -0.225 0.195 -0.061
H -7.569 -1.116 0.464 0.043
H -6.368 -0.330 -0.057 -0.004
O 2.445 3.401 -0.132 -0.053
H 2.407 2.692 0.527 0.039
H 3.340 3.760 -0.039 0.070
O -3.361 -3.735 0.226 -0.058
H -3.766 -2.861 0.116 0.005
H -3.580 -3.980 1.138 0.046
O 1.071 5.853 -1.795 -0.056
H 1.283 5.629 -2.714 0.049
H 1.339 5.067 -1.295 0.000
O -0.555 -2.154 -3.020 -0.057
H -0.593 -2.863 -2.361 0.044
H 0.340 -1.795 -2.927 0.018
O 1.371 6.956 1.105 -0.061
H 1.583 6.732 0.186 0.000
H 1.639 6.170 1.605 0.027
```

Computed properties:
HOMO energy in eV: -12.749
DFT total energy in eV: -43425.13579
Charge: +1

3.
Computed, not measured: a molecular structure, C12H15N2O at a distorted geometry, with the ωB97M-V functional and the def2-TZVPD basis.

The geometry in XYZ format:
```
30
Properties=species:S:1:pos:R:3:lowdin_charge:R:1
C 0.918 4.009 0.779 -0.008
C 1.471 3.496 -0.445 -0.024
C 0.343 3.081 1.725 -0.051
C 1.515 2.106 -0.544 -0.024
C 0.235 1.756 1.459 -0.076
C 0.855 1.276 0.364 -0.239
C -1.842 -1.321 -1.900 -0.104
C 0.986 -3.202 -0.712 -0.066
C -1.236 -0.123 -1.301 -0.009
C -0.680 -2.238 -0.286 -0.344
C -1.193 -2.829 1.002 -0.019
C 0.823 -0.211 0.108 -0.120
N -1.639 -2.407 -1.281 0.105
N -0.527 -0.693 -0.014 0.011
O 1.710 -3.407 0.139 0.154
H 1.161 5.097 0.877 0.124
H 1.832 4.159 -1.106 0.069
H 0.012 3.456 2.685 0.111
H 2.045 1.644 -1.303 0.093
H -0.362 1.170 2.114 0.115
H -2.738 -1.399 -2.633 0.172
H 1.042 -3.649 -1.650 0.106
H -0.527 0.360 -1.915 0.116
H -2.126 0.557 -1.072 0.172
H -0.329 -3.062 1.745 0.130
H -1.663 -3.710 0.712 0.070
H -1.858 -2.154 1.555 0.096
H 1.360 -0.444 -0.824 0.140
H 1.398 -0.786 0.856 0.156
H -0.987 -0.534 0.869 0.144
```

Computed properties:
HOMO energy in eV: -12.628
DFT total energy in eV: -17704.98358
Charge: +1
Relative energy (zero: lowest compared OMol25 entry of this formula, charge and spin) in eV: 3.378

4.
Computed, not measured: a single C5H9NO molecule at a distorted geometry, with the ωB97M-V functional and the def2-TZVPD basis.

The geometry in XYZ format:
```
16
Properties=species:S:1:pos:R:3:lowdin_charge:R:1
C -0.972 -0.478 0.172 -0.339
C 0.046 -1.215 -0.747 -0.155
C 1.153 0.269 0.523 -0.365
C 1.037 1.675 1.037 0.002
C -0.161 0.898 0.339 -0.160
H -2.292 0.053 -1.285 0.165
H -0.976 -1.177 1.068 0.153
H 0.323 -2.218 -0.360 0.108
H -0.084 -1.403 -1.916 0.147
H 2.105 -1.026 -0.552 0.081
H 0.944 -0.318 1.470 0.156
H 1.251 1.820 2.035 0.058
H 1.378 2.504 0.398 0.107
H -0.299 1.420 -0.661 0.140
N 1.342 -0.421 -0.764 -0.015
O -2.295 -0.451 -0.350 -0.082
```

Computed properties:
HOMO energy in eV: -9.021
DFT total energy in eV: -8863.55268
Relative energy (zero: lowest compared OMol25 entry of this formula, charge and spin) in eV: 5.660